Formula: ClH3NO2P
Source: the OMol25 dataset
Level of theory: ωB97M-V with the def2-TZVPD basis set

Geometry as ORCA input:
```
! wB97M-V def2-TZVPD RIJCOSX def2/J DEFGRID3
* xyz 0 1
N -0.36688 -0.62591 -1.01419
O -1.18988 -0.21868 0.01081
P -0.87018 -0.05321 1.54100
O 0.57582 -0.47094 1.75636
H -1.03610 -0.81943 -1.88459
H 0.37900 0.02762 -1.18566
Cl 1.26871 1.54877 0.01620
H 1.23951 0.61179 0.76008
*
```

Energy relative to the best compared isomer or geometry (same formula, charge and spin)   77.6 kcal/mol
Kohn-Sham gap   9.606 eV
E_HOMO   -10.0 eV
SMILES   NOP=O.Cl
LUMO energy   -0.44 eV


Formula: ClH3NOPS
Source: the OMol25 dataset
Level of theory: ωB97M-V with the def2-TZVPD basis set

Geometry as ORCA input:
```
! wB97M-V def2-TZVPD RIJCOSX def2/J DEFGRID3
* xyz 0 1
N -0.82153 0.95150 0.70595
O -1.33028 -1.28419 -0.76227
P -1.00907 -0.70730 0.70014
S 3.47012 0.05579 -0.34111
Cl 1.67281 -0.68745 -0.35320
H -0.80020 1.32150 1.68005
H -0.15639 1.43067 0.01420
H -1.02545 -1.08053 -1.64376
*
```

Energy relative to the best compared isomer or geometry (same formula, charge and spin)   102.2 kcal/mol
Kohn-Sham gap (alpha / beta)   6.957 / 4.576 eV
E_HOMO (alpha / beta)   -7.9 / -6.7 eV
LUMO energy (alpha / beta)   -0.97 / -2.16 eV


Formula: ClH3NOPS
Source: the OMol25 dataset
Level of theory: ωB97M-V with the def2-TZVPD basis set

Geometry as ORCA input:
```
! wB97M-V def2-TZVPD RIJCOSX def2/J DEFGRID3
* xyz 0 1
N -0.78890 -0.12948 -1.09673
P 0.41244 0.08544 0.01890
O -0.40305 -0.16239 1.46113
S 1.38257 1.73041 -0.25572
Cl 1.50711 -1.61765 -0.12125
H -0.73990 0.76906 -1.70228
H -1.57507 -0.21160 -0.40723
H 0.20479 -0.46380 2.10319
*
```

Energy relative to the best compared isomer or geometry (same formula, charge and spin)   7.7 kcal/mol
Kohn-Sham gap   9.873 eV
E_HOMO   -9.4 eV
SMILES   N[P@](O)(=S)Cl
LUMO energy   0.47 eV


Formula: ClH3NPS
Source: the OMol25 dataset
Level of theory: ωB97M-V with the def2-TZVPD basis set

Geometry as ORCA input:
```
! wB97M-V def2-TZVPD RIJCOSX def2/J DEFGRID3
* xyz 0 1
N 0.95656 -0.19959 1.34757
P -0.60877 0.33189 0.83477
S -0.32203 0.66381 -2.22086
Cl -1.33542 -1.50926 0.42059
H 1.29256 -0.87322 0.60093
H 1.55306 0.61778 1.52296
H -1.53595 0.96858 -2.50597
*
```

Energy relative to the best compared isomer or geometry (same formula, charge and spin)   38.1 kcal/mol
Kohn-Sham gap   6.803 eV
E_HOMO   -8.4 eV
LUMO energy   -1.63 eV


Formula: ClH3O2SSi
Source: the OMol25 dataset
Level of theory: ωB97M-V with the def2-TZVPD basis set

Geometry as ORCA input:
```
! wB97M-V def2-TZVPD RIJCOSX def2/J DEFGRID3
* xyz 0 3
O 2.55362 -0.77188 1.18872
O 0.29634 -0.33479 -0.76264
Si -1.29137 -0.30412 -0.49815
S 1.63200 0.26960 1.04816
Cl 2.59169 1.87609 0.27397
H -2.11751 0.48461 -1.47483
H -1.96369 -1.60610 -0.66716
H -1.70107 0.38660 0.89193
*
```

Energy relative to the best compared isomer or geometry (same formula, charge and spin)   16.6 kcal/mol
Kohn-Sham gap (alpha / beta)   8.751 / 7.160 eV
E_HOMO (alpha / beta)   -8.5 / -11.2 eV
LUMO energy (alpha / beta)   0.27 / -4.06 eV
<S²>   2.009


Formula: ClH3OSi
Source: the OMol25 dataset
Level of theory: ωB97M-V with the def2-TZVPD basis set

Geometry as ORCA input:
```
! wB97M-V def2-TZVPD RIJCOSX def2/J DEFGRID3
* xyz 0 1
O -0.13877 -1.76418 -0.59952
Si 0.01268 0.70634 0.18158
Cl -1.56535 1.02301 1.37604
H 0.66443 -1.73269 -1.06455
H -0.15155 1.13746 -1.21310
H 1.17856 0.63005 1.31954
*
```

Energy relative to the best compared isomer or geometry (same formula, charge and spin)   97.9 kcal/mol
Kohn-Sham gap   8.777 eV
E_HOMO   -9.5 eV
LUMO energy   -0.69 eV


Formula: ClH42N3O27S3Zn
Source: the OMol25 dataset
Level of theory: ωB97M-V with the def2-TZVPD basis set

Geometry as ORCA input:
```
! wB97M-V def2-TZVPD RIJCOSX def2/J DEFGRID3
* xyz -2 1
Zn 2.89016 0.76462 -2.09602
N -1.89003 2.08095 -0.95975
H -1.50901 1.87007 -1.87105
H -1.45800 1.40729 -0.34361
H -2.88281 1.89559 -0.97110
H -1.56411 3.01274 -0.74611
N -0.50908 -2.62820 -1.26557
H 0.03783 -3.45620 -1.07740
H -0.50458 -2.33420 -2.23183
H -0.07495 -1.90928 -0.70452
H -1.45172 -2.81239 -0.95314
N -1.31906 -0.18895 -4.46668
H -1.13232 0.23722 -5.36312
H -0.64803 -0.91959 -4.27696
H -2.27527 -0.51331 -4.44309
H -1.17473 0.59632 -3.84812
S 0.57493 2.80731 -3.21080
O 1.75903 2.13356 -2.72060
O 0.23303 3.79650 -2.23165
O 0.77790 3.43990 -4.51472
O -0.59032 1.95597 -3.28970
S 1.47146 -1.57522 -3.96710
O 2.44858 -2.71019 -3.91069
O 1.38136 -1.03267 -5.33055
O 0.17334 -2.15711 -3.65988
O 1.88723 -0.52200 -3.06885
S -3.74426 -3.61236 -0.55303
O -4.94991 -2.87652 -0.85964
O -4.05235 -4.57715 0.53023
O -3.22764 -4.25830 -1.79722
O -2.76436 -2.63737 -0.17878
Cl 0.64804 -0.08852 0.44195
O -2.51849 -0.63106 -1.90048
H -3.29485 -0.44155 -2.42735
H -2.77276 -1.37791 -1.35845
O -0.99244 1.70515 2.95689
H -0.61236 1.08020 2.33946
H -0.95571 2.54582 2.50066
O 1.43410 4.50492 -0.14854
H 0.84990 4.15990 0.52666
H 1.10361 4.13143 -0.96555
O -4.15535 2.01511 2.60467
H -4.38179 2.36576 1.74327
H -3.66728 1.21342 2.41670
O 3.65380 2.14446 -0.70463
H 4.01856 2.78856 -1.31152
H 3.94231 2.43852 0.15938
O 3.62913 -5.05212 1.48288
H 3.26843 -4.16821 1.55232
H 2.93788 -5.56079 1.05902
O 3.55541 -0.75654 -0.97372
H 3.62036 -1.60399 -1.41399
H 3.84750 -0.92818 -0.07848
O 2.12335 1.83703 2.26794
H 1.86167 1.51107 1.40684
H 2.68763 2.58688 2.07939
O -2.97737 -0.10833 1.54753
H -2.46193 -0.90467 1.67561
H -3.56197 -0.31552 0.81846
O 0.99661 -4.16897 3.16563
H 0.68029 -4.79506 2.51434
H 1.54154 -3.55950 2.66778
O 0.33653 3.03815 5.07878
H 1.07969 3.32975 4.55066
H -0.29724 2.71015 4.44082
O 3.25677 0.31199 4.42423
H 2.87255 0.72937 3.65325
H 2.56852 0.35438 5.08812
O -1.39523 -2.08512 3.13565
H -1.74720 -1.62044 3.89488
H -0.65849 -1.54731 2.84547
O 2.54275 -2.21469 1.98432
H 2.18790 -1.42123 1.58340
H 3.45150 -1.99439 2.18895
O -1.18249 3.89508 1.46411
H -2.13354 3.99920 1.49397
H -0.84203 4.67080 1.90973
*
```

Kohn-Sham gap   4.141 eV
E_HOMO   -1.8 eV
LUMO energy   2.31 eV


Formula: ClH4HfO2
Source: the OMol25 dataset
Level of theory: ωB97M-V with the def2-TZVPD basis set

Geometry as ORCA input:
```
! wB97M-V def2-TZVPD RIJCOSX def2/J DEFGRID3
* xyz 3 1
Hf 0.83891 1.97001 -2.54108
Cl -0.00501 0.02215 -1.55647
O -2.14007 -1.17455 0.40145
H -1.51322 -1.09360 -0.29840
H -2.37233 -2.11526 0.33241
O 2.06135 0.70901 1.09817
H 1.83038 1.54220 1.47385
H 1.29999 0.14003 1.09007
*
```

Energy relative to the best compared isomer or geometry (same formula, charge and spin)   72.9 kcal/mol
Kohn-Sham gap   2.821 eV
E_HOMO   -22.5 eV
LUMO energy   -19.65 eV


Formula: ClH4IPPt
Source: the OMol25 dataset
Level of theory: ωB97M-V with the def2-TZVPD basis set

Geometry as ORCA input:
```
! wB97M-V def2-TZVPD RIJCOSX def2/J DEFGRID3
* xyz 1 1
Cl -2.27768 0.21825 -0.68480
P -0.31893 0.20591 0.14103
I 0.17138 -2.16255 -0.67611
H -0.79867 -0.34719 1.36743
H 1.10529 0.21945 0.72799
H 0.18353 0.63755 -1.12180
H -0.44105 1.55848 0.59907
Pt 2.37613 -0.32991 -0.35280
*
```

Energy relative to the best compared isomer or geometry (same formula, charge and spin)   60.0 kcal/mol
Kohn-Sham gap   5.956 eV
E_HOMO   -14.3 eV
LUMO energy   -8.38 eV


Formula: ClH5N3OP
Source: the OMol25 dataset
Level of theory: ωB97M-V with the def2-TZVPD basis set

Geometry as ORCA input:
```
! wB97M-V def2-TZVPD RIJCOSX def2/J DEFGRID3
* xyz 0 1
N -0.54997 1.89562 0.54548
N -0.78206 0.57313 0.26487
P 0.44655 -0.33769 -0.52534
N 0.20243 -2.12256 -0.21091
O 0.41999 -0.10859 -1.97996
Cl 2.12340 0.34303 0.31775
H -0.38058 2.44609 -0.30821
H 0.37096 1.90440 1.08577
H -1.16538 0.18851 1.16496
H -0.30739 -2.36701 0.62125
H -0.37795 -2.41493 -0.97566
*
```

Energy relative to the best compared isomer or geometry (same formula, charge and spin)   17.1 kcal/mol
Kohn-Sham gap   10.409 eV
E_HOMO   -9.9 eV
SMILES   NN[P@@](N)(=O)Cl
LUMO energy   0.50 eV


Formula: ClH8HfO4
Source: the OMol25 dataset
Level of theory: ωB97M-V with the def2-TZVPD basis set

Geometry as ORCA input:
```
! wB97M-V def2-TZVPD RIJCOSX def2/J DEFGRID3
* xyz 3 1
Hf -0.71900 -0.78992 -2.38384
Cl 0.00598 0.60368 -0.54767
O -2.07860 -1.45671 0.00195
H -2.08314 -0.76046 0.65940
H -2.88938 -1.83451 0.19962
O 0.17395 3.47808 0.61973
H -0.07631 2.63744 0.29938
H -0.61879 3.83587 0.97282
O 0.22716 -2.27006 -1.19180
H 0.38238 -3.19494 -1.34550
H 0.58990 -2.14883 -0.32221
O 2.72728 0.71897 0.91041
H 1.89354 0.84905 0.41606
H 2.46502 0.33233 1.71164
*
```

Energy relative to the best compared isomer or geometry (same formula, charge and spin)   130.0 kcal/mol
Kohn-Sham gap   3.136 eV
E_HOMO   -20.9 eV
LUMO energy   -17.80 eV


Formula: ClH8N3Si2
Source: the OMol25 dataset
Level of theory: ωB97M-V with the def2-TZVPD basis set

Geometry as ORCA input:
```
! wB97M-V def2-TZVPD RIJCOSX def2/J DEFGRID3
* xyz 0 1
N -1.50988 1.98130 -0.61746
Si -1.10931 1.36710 0.94173
Cl -1.11155 2.93388 2.21373
N -0.66049 -0.14338 1.38685
Si -0.39085 -1.86759 1.34391
H -1.02198 1.75756 -1.47992
H -1.68841 3.07309 -0.62574
H -0.86998 -2.50159 2.81652
H 1.00617 -2.21638 1.17222
H -0.92505 -2.57908 0.13314
N 2.24454 -0.50894 -2.06505
H 2.63570 -0.72310 -1.17179
H 1.97928 0.47561 -1.94513
H 1.42182 -1.04847 -2.10301
*
```

Energy relative to the best compared isomer or geometry (same formula, charge and spin)   53.8 kcal/mol
Kohn-Sham gap   9.221 eV
E_HOMO   -9.5 eV
SMILES   N/[Si](Cl)=N\[SiH3].N
LUMO energy   -0.23 eV


| no. | E (a.u.) |
| --- | --- |
| 1 | -1008.529356 |
| 2 | -1331.460418 |
| 3 | -1331.611156 |
| 4 | -1256.254778 |
| 5 | -1300.004232 |
| 6 | -826.648899 |
| 7 | -5655.247373 |
| 8 | -659.444945 |
| 9 | -1220.461827 |
| 10 | -1044.093639 |
| 11 | -812.504890 |
| 12 | -1208.290272 |